C18H44B2Cl24N3O4 | wB97M-V/def2-TZVPD

Structure (XYZ):
```
95
Properties=species:S:1:pos:R:3:forces:R:3
C 2.8395 0.0840 -0.1564 -0.2 0.4 0.2
C 2.1336 1.3932 -0.4267 0.6 -0.4 0.0
O 3.0261 2.3323 -1.0503 0.3 0.3 -0.1
C 0.9181 1.2057 -1.3014 -0.2 0.4 0.6
O -0.0377 0.4224 -0.6765 -0.1 -0.6 0.1
B -0.9166 -0.2580 -1.6816 -0.2 -0.2 0.0
C -0.1996 -1.6457 -2.3228 0.5 -0.1 0.2
B 0.0376 -2.7216 -1.2410 -0.3 -0.2 -0.5
O 1.0422 -2.6995 -0.2791 -0.1 0.1 0.3
O -0.7952 -3.8531 -1.2024 -0.4 0.3 0.5
C -2.3573 -0.7243 -1.0525 0.3 1.0 -0.3
C -3.4439 0.3915 -0.8344 0.3 -1.1 0.8
N -3.1030 1.6391 -1.4378 -0.1 0.3 -0.2
N -4.7775 -0.1178 -1.2404 -0.2 0.2 0.3
N -3.5504 0.6722 0.6172 -0.3 0.2 -0.7
H 2.9553 -0.4619 -1.0857 0.2 -0.3 -0.1
H 2.2207 -0.4788 0.5238 -0.2 -0.4 0.0
H 3.7910 0.2436 0.3444 0.3 0.1 -0.1
H 1.8632 1.8153 0.5349 -0.2 0.4 0.1
H 3.6382 1.8411 -1.6120 -0.2 0.0 0.0
H 0.5168 2.2097 -1.4797 -0.1 0.1 -0.4
H 1.2531 0.7664 -2.2474 0.1 0.1 -0.2
H -1.0934 0.5063 -2.6063 0.0 0.1 0.0
H 0.7603 -1.4343 -2.8093 0.1 0.3 0.1
H -0.8564 -2.0443 -3.0991 -0.2 0.0 -0.2
H 0.6830 -2.2356 0.4920 0.3 -0.1 -0.1
H -1.6471 -3.5562 -1.5541 0.2 -0.4 -0.3
H -2.2093 -1.1994 -0.0793 0.0 -0.2 0.1
H -2.7560 -1.4833 -1.7280 -0.2 -0.1 -0.1
H -3.7859 2.3369 -1.1737 -0.2 -0.1 -0.1
H -3.0333 1.5759 -2.4435 0.2 0.0 0.0
H -4.8454 -1.0519 -0.8462 -0.2 -0.1 0.0
H -4.8089 -0.2752 -2.2414 0.2 0.1 0.0
H -2.5950 0.8553 0.9096 0.0 -0.1 0.2
H -3.8598 -0.2000 1.0391 0.4 0.5 0.0
C 4.3249 2.5819 2.7678 0.0 -0.2 0.0
Cl 3.2950 1.2618 3.3227 0.0 -0.1 0.0
Cl 5.3954 3.1418 4.0664 0.1 0.1 0.0
H 4.9297 2.2378 1.9371 0.0 -0.1 0.1
H 3.6937 3.3992 2.4573 -0.1 0.1 0.1
C 0.6328 -6.3302 -3.0893 -0.1 0.1 -0.1
Cl 0.8116 -5.6320 -4.7039 0.0 0.0 0.0
Cl 1.8578 -7.5801 -2.7872 0.0 0.0 0.2
H 0.7392 -5.5470 -2.3525 0.1 0.1 0.1
H -0.3476 -6.7820 -3.0109 0.0 -0.1 -0.1
C 3.7631 6.9721 4.0083 -0.1 0.0 0.0
Cl 5.3124 7.8176 4.0949 0.0 0.0 0.0
Cl 3.6447 5.9377 2.5819 -0.1 0.2 -0.1
H 3.6558 6.3527 4.8883 0.1 -0.1 0.0
H 2.9709 7.7101 3.9671 0.0 0.0 -0.1
C -6.4584 -1.9781 -4.8169 0.0 0.1 0.0
Cl -6.7739 -2.6592 -3.2151 0.0 0.0 0.1
Cl -5.2603 -0.6820 -4.7532 0.0 0.0 -0.2
H -6.0836 -2.7605 -5.4610 0.1 0.0 0.0
H -7.3854 -1.5785 -5.2111 0.0 0.0 0.1
C 3.6432 -8.5943 -5.7614 0.0 0.0 0.1
Cl 2.4580 -9.0252 -7.0011 0.0 0.0 0.0
Cl 5.0009 -7.6877 -6.4435 0.0 0.0 0.0
H 3.1567 -7.9840 -5.0108 0.0 0.1 -0.1
H 4.0242 -9.5051 -5.3156 0.0 0.0 -0.1
C 5.4651 5.0706 7.6103 0.1 -0.2 0.0
Cl 4.3781 6.4605 7.4520 0.0 0.1 0.1
Cl 6.9243 5.2662 6.6378 0.0 0.0 0.0
H 5.7465 4.9755 8.6517 0.0 0.1 0.0
H 4.9417 4.1813 7.2782 -0.1 0.1 -0.1
C -9.1349 -5.1783 -4.9169 0.0 -0.1 0.0
Cl -9.8932 -3.5880 -4.7751 -0.1 0.0 0.0
Cl -7.5017 -5.0925 -5.5901 -0.1 -0.2 -0.1
H -9.0791 -5.6289 -3.9334 0.1 0.1 0.0
H -9.7432 -5.7847 -5.5765 0.0 0.0 -0.1
C 4.0999 5.4511 -2.3752 -0.2 -0.1 0.2
Cl 4.7128 4.7021 -3.8509 0.0 0.0 -0.1
Cl 5.3710 6.3210 -1.5037 0.0 0.0 0.1
H 3.3194 6.1526 -2.6420 0.1 0.1 0.0
H 3.7047 4.6684 -1.7346 0.1 -0.1 0.0
C -0.3081 -0.8191 -5.8687 0.1 0.1 0.1
Cl -1.6028 0.0944 -5.1054 0.0 0.0 -0.4
Cl -0.9261 -2.0865 -6.9478 0.0 -0.1 0.0
H 0.3011 -0.1391 -6.4520 -0.1 0.0 -0.1
H 0.2846 -1.2856 -5.0897 -0.1 -0.1 0.0
C 1.2586 5.2917 8.9837 -0.1 0.1 0.0
Cl 2.0585 3.7146 8.9945 0.1 0.0 0.0
Cl -0.3189 5.2218 8.1911 0.0 0.0 0.0
H 1.1191 5.6149 10.0082 0.0 -0.1 0.0
H 1.8870 5.9909 8.4486 0.0 -0.1 -0.1
C -3.0534 -1.2356 4.0172 0.0 -0.1 0.1
Cl -4.3314 -1.4806 2.8090 -0.1 -0.3 0.5
Cl -1.5772 -0.5468 3.3488 0.0 0.1 -0.1
H -3.4339 -0.5682 4.7810 0.0 0.1 -0.1
H -2.8080 -2.2008 4.4436 0.0 0.0 0.0
C -0.0279 -0.0247 7.1172 0.0 0.1 0.0
Cl -0.3161 -1.7297 6.7483 -0.1 -0.1 0.1
Cl 0.9963 0.7412 5.9074 0.1 0.1 0.0
H -0.9807 0.4906 7.1411 0.0 0.0 -0.1
H 0.4600 0.0429 8.0820 0.1 -0.1 0.0
```
Positions in Å, forces in eV/Å.

Summary:
Kohn-Sham gap = 6.3 eV
max |F| = 0.0267 Eh/bohr
spin multiplicity = 1
net charge = -1
lowest unoccupied orbital energy = 1.554 eV
highest occupied orbital energy = -4.73 eV

Mulliken population analysis, charges in e, atoms 1 to 4: -1.364, 0.410, -0.291, -0.545

=====

C18H44NO5 | wB97M-V/def2-TZVPD

Structure (XYZ):
```
68
Properties=species:S:1:pos:R:3:forces:R:3
C 6.6102 -3.3106 1.1033 0.9 0.3 -0.5
C 7.5169 -2.0265 1.0007 -0.9 0.0 1.1
C 6.7153 -0.8338 0.4046 0.7 0.6 0.3
O 6.7931 -0.7478 -1.0007 -0.4 -1.1 0.8
C 5.4794 -0.5051 -1.6214 -0.7 1.7 -1.8
N 5.1157 0.8682 -1.7604 -0.2 -1.2 0.8
C 4.4622 1.3860 -0.5695 -0.2 0.2 -0.4
C 3.0738 0.7333 -0.2176 0.5 1.0 0.4
C 2.1594 1.6426 0.6903 -0.2 -0.6 -0.6
C 0.6825 1.4720 0.2037 0.1 -0.8 1.5
C -0.3826 1.6373 1.3534 0.3 0.0 -1.4
C -1.7637 1.2385 0.7256 0.7 0.0 1.8
C -2.9968 1.4955 1.6404 -0.8 0.4 -1.7
C -4.2232 0.7340 0.9851 1.3 -0.3 0.3
C -4.2502 -0.7122 1.5622 -0.4 0.1 -0.7
C -4.9749 -1.7569 0.6657 0.0 0.0 0.5
O -4.8282 -1.5024 -0.7241 -0.6 0.0 0.1
C -5.8524 -2.1659 -1.4450 -0.2 0.1 -0.8
H 7.2202 -4.2137 0.9075 -0.4 0.3 0.1
H 6.1611 -3.3953 2.1102 0.1 0.1 -0.6
H 5.8238 -3.2348 0.3330 0.2 -0.2 0.4
H 8.4878 -2.2190 0.5158 -0.5 0.2 -0.2
H 7.7513 -1.7431 2.0534 0.1 -0.1 -0.6
H 7.0908 0.1335 0.8176 0.0 -0.5 0.0
H 5.6683 -0.9182 0.7713 0.4 -0.1 -0.3
H 4.7130 -1.1571 -1.1195 0.5 0.1 0.2
H 5.5912 -0.9018 -2.6575 0.2 0.0 0.6
H 5.0858 1.3480 0.3675 -0.3 0.1 -0.2
H 4.2618 2.4716 -0.7531 0.1 -0.5 0.2
H 2.5257 0.5632 -1.1628 0.4 -0.1 0.3
H 3.2829 -0.2234 0.2978 -0.5 0.4 -0.3
H 2.4497 2.7096 0.6401 0.0 -0.4 -0.1
H 2.2480 1.3401 1.7547 -0.2 0.1 -0.5
H 0.4490 2.0933 -0.6809 0.1 -0.1 0.4
H 0.5824 0.4142 -0.1255 0.0 0.6 0.0
H -0.0846 0.9639 2.1833 -0.3 0.3 -0.4
H -0.3301 2.6752 1.7315 -0.4 -0.4 -0.1
H -1.7155 0.1383 0.5684 0.0 0.6 -0.3
H -1.8278 1.7649 -0.2463 -0.4 -0.4 0.5
H -3.2461 2.5720 1.5765 0.4 -0.4 0.5
H -2.8307 1.1910 2.6882 0.0 0.1 -0.4
H -5.1706 1.2877 1.1018 0.3 -0.4 0.1
H -3.9859 0.6911 -0.0953 -0.4 0.0 0.5
H -4.7942 -0.6765 2.5247 0.4 -0.2 -0.3
H -3.2140 -1.0584 1.7462 -0.5 0.3 -0.1
H -6.0588 -1.7350 0.9228 0.5 -0.1 -0.2
H -4.5834 -2.7810 0.8679 -0.3 0.5 0.1
H -6.8554 -1.9699 -1.0070 0.5 -0.1 0.0
H -5.8952 -1.7783 -2.4906 0.3 -0.2 0.8
H -5.6892 -3.2618 -1.4868 -0.1 0.4 0.1
C -2.8404 5.3818 -0.2507 0.4 -0.1 0.0
O -1.8697 4.6995 0.5318 -0.2 0.1 0.0
H -3.7674 5.4319 0.3178 0.1 0.0 0.0
H -2.5010 6.3974 -0.4739 -0.2 0.0 -0.1
H -3.0209 4.8414 -1.1844 -0.1 0.1 0.0
H -1.0617 4.6646 0.0137 0.1 -0.1 0.1
C -8.0220 0.0268 -4.4607 0.3 0.1 -0.2
O -6.7829 -0.6459 -4.6532 -0.2 -0.1 0.1
H -8.6421 -0.5765 -3.8007 0.1 0.0 0.0
H -7.8536 1.0040 -4.0005 -0.2 0.0 0.0
H -8.5352 0.1547 -5.4178 -0.1 0.1 0.1
H -6.2499 -0.1008 -5.2351 0.2 0.0 0.0
C 3.0840 -3.5532 2.1253 0.0 0.1 -0.5
O 3.3792 -2.3603 1.4159 -0.1 -0.1 0.4
H 3.2694 -3.3856 3.1851 0.0 0.1 0.0
H 2.0321 -3.8181 1.9803 0.0 -0.2 0.2
H 3.7253 -4.3658 1.7703 -0.1 -0.1 0.2
H 3.2089 -2.5326 0.4858 0.1 0.2 -0.1
```
Positions in Å, forces in eV/Å.

Summary:
Kohn-Sham gap = 3.8 eV
max |F| = 0.0501 Eh/bohr
spin multiplicity = 1
net charge = -1
lowest unoccupied orbital energy = 1.996 eV
highest occupied orbital energy = -1.81 eV
energy above the lowest of the compared OMol25 structures with the same formula, charge and spin = 17.0 kcal per mole

Mulliken population analysis, charges in e, atoms 1 to 4: -0.802, -0.611, -0.140, -0.318

=====

C18H45FFeO12P3 | wB97M-V/def2-TZVPD

Structure (XYZ):
```
80
Properties=species:S:1:pos:R:3:forces:R:3
Fe 2.9026 -0.0404 0.4228 -4.1 -0.4 -0.1
F 1.2800 0.0791 1.5400 2.6 -0.1 -1.6
C 0.9670 -2.4196 -5.1229 0.6 -0.3 -1.5
C 1.5470 -1.4380 -4.1543 1.2 0.3 -1.2
O 0.4858 -0.7625 -3.5470 -0.7 3.5 3.9
P 0.7769 0.5562 -2.4890 -1.5 -1.0 -1.0
O 1.7604 0.3065 -1.3488 0.1 0.7 -1.2
O 1.1618 1.7823 -3.5037 -2.1 -3.8 1.3
C 1.9687 2.7919 -3.0270 1.4 3.1 0.6
C 1.5241 4.1465 -3.5539 0.1 0.6 -0.7
O -0.6783 0.8845 -1.8408 2.7 -0.8 -1.6
C -1.3068 -0.1942 -1.1031 -2.7 -0.1 0.5
C -2.2987 -0.9810 -1.9793 0.0 -0.1 -1.3
H 0.4525 -3.2660 -4.6679 -0.1 0.2 -0.2
H 0.4714 -1.9783 -5.9877 -1.4 0.6 0.8
H 1.7167 -2.7566 -5.8388 1.0 -0.9 0.9
H 2.2439 -1.9015 -3.4561 -0.3 -0.1 0.4
H 2.1110 -0.6697 -4.6833 0.3 -0.2 -0.3
H 1.9517 2.8948 -1.9420 0.3 -0.6 0.1
H 2.9632 2.6334 -3.4440 0.2 -0.2 0.6
H 0.4806 4.3980 -3.3644 -0.2 -0.5 -0.4
H 2.0316 5.0171 -3.1385 0.5 -0.4 0.6
H 1.8208 4.2191 -4.6002 -0.7 -0.1 -0.3
H -0.6882 -0.8139 -0.4538 0.7 0.1 -0.7
H -1.9343 0.3362 -0.3868 0.1 0.3 0.1
H -2.8909 -0.3847 -2.6734 0.0 1.0 0.5
H -1.8729 -1.6125 -2.7591 0.6 -0.6 0.6
H -3.0807 -1.5291 -1.4538 0.5 -0.1 0.5
C 1.9359 3.2976 4.5592 -1.6 0.5 -2.0
C 0.8840 3.0487 3.3909 0.9 -1.4 0.4
O -0.2735 3.8985 3.4460 -1.5 -0.3 -1.0
P -1.7089 3.4097 2.8088 0.1 -1.5 0.2
O -1.8452 2.1037 2.0652 0.9 2.1 0.9
O -2.5152 3.4159 4.1715 1.8 0.1 -0.2
C -3.8488 3.0640 4.2255 -2.7 0.7 1.2
C -4.6643 4.3180 4.6501 0.0 -0.3 0.0
O -2.3500 4.6472 2.0176 1.1 0.1 0.2
C -3.2344 4.4089 0.9286 -0.9 -0.9 -1.6
C -2.5352 4.4968 -0.4529 1.0 0.4 0.7
H 1.4134 3.2326 5.5136 0.2 0.2 0.0
H 2.7274 2.5502 4.5038 -0.1 0.0 -0.1
H 2.3533 4.2781 4.3302 0.1 0.1 0.7
H 1.3028 3.0974 2.3857 0.4 0.6 0.1
H 0.6114 1.9939 3.4237 -0.6 0.0 0.3
H -4.3495 2.8014 3.2936 0.8 -0.4 -0.4
H -3.9502 2.2258 4.9148 -0.1 0.0 0.0
H -5.6974 4.1963 4.3245 0.0 0.2 -0.4
H -4.7815 4.6121 5.6930 0.7 -0.5 0.2
H -4.1419 5.1298 4.1440 -0.5 0.3 -0.1
H -3.7399 3.4547 1.0772 0.2 -0.2 -0.1
H -4.0408 5.1421 0.9422 0.3 0.3 0.4
H -1.6034 3.9325 -0.4917 0.1 -0.2 0.5
H -3.0140 4.1780 -1.3787 -0.9 0.1 0.5
H -2.2508 5.5455 -0.5390 0.1 0.1 -0.4
C -0.1048 -3.7880 3.5265 1.4 0.8 -0.2
C 0.8066 -2.8401 2.6527 -2.3 0.3 0.6
O 1.4562 -3.6145 1.6206 1.6 0.4 -1.5
P 1.6520 -3.1424 0.0905 -4.1 -4.9 -0.1
O 2.2783 -1.8632 -0.2677 1.5 0.7 0.8
O 2.2374 -4.4965 -0.6271 -3.7 2.3 0.5
C 3.5025 -4.9129 -0.4185 5.1 1.1 0.4
C 4.4305 -4.5084 -1.5733 -0.4 -0.8 -0.8
O 0.1442 -3.1644 -0.5146 1.3 1.6 -0.4
C -0.6721 -4.3323 -0.7571 0.3 -1.9 0.2
C -0.6690 -4.9093 -2.1991 0.3 1.9 0.4
H -0.7252 -4.4820 2.9594 0.4 -0.1 0.0
H 0.6169 -4.2376 4.2084 -0.2 -0.9 -0.3
H -0.7422 -3.2752 4.2468 -0.1 0.6 -0.5
H 0.2593 -2.0590 2.1249 -0.3 0.0 0.3
H 1.4765 -2.3275 3.3430 0.6 -0.3 -0.4
H 3.8936 -4.3567 0.4333 0.2 -0.3 0.6
H 3.7540 -5.9578 -0.2368 -1.4 -0.3 0.1
H 5.4120 -4.9706 -1.4678 0.1 0.4 0.4
H 4.0566 -4.9761 -2.4841 -0.2 0.1 -0.2
H 4.4968 -3.4400 -1.7784 0.1 0.0 0.3
H -0.2465 -4.9927 -0.0016 -0.6 -0.9 -0.4
H -1.7385 -4.2168 -0.5633 0.3 1.0 0.7
H -1.1163 -5.9008 -2.2693 0.7 -0.2 0.3
H -1.3257 -4.2942 -2.8143 -0.2 0.2 0.1
H 0.3164 -4.7179 -2.6239 0.1 -1.0 -0.1
```
Positions in Å, forces in eV/Å.

Summary:
Kohn-Sham gap (spin up / spin down) = 9.1 / 5.6 eV
max |F| = 0.1245 Eh/bohr
spin multiplicity = 7
net charge = +1
lowest unoccupied orbital energy (spin up / spin down) = -2.118 / -6.562 eV
highest occupied orbital energy (spin up / spin down) = -11.19 / -12.12 eV

Mulliken population analysis, charges in e, atoms 1 to 4: -0.307, -0.163, -1.345, -0.005